{
  "formula": "C56H50AuNP4",
  "method": "the ωB97M-V functional and the def2-TZVPD basis",
  "symbols": ["Au", "C", "P", "C", "C", "C", "C", "C", "C", "C", "C", "C", "C", "C", "C", "C", "C", "C", "C", "C", "P", "C", "C", "C", "C", "C", "C", "C", "C", "C", "C", "C", "C", "N", "H", "H", "H", "H", "H", "H", "H", "H", "H", "H", "H", "H", "H", "H", "H", "H", "H", "H", "H", "H", "H", "H", "H", "H", "H", "H", "C", "C", "P", "C", "C", "C", "C", "C", "C", "C", "C", "C", "C", "C", "C", "P", "C", "C", "C", "C", "C", "C", "C", "C", "C", "C", "C", "C", "H", "H", "H", "H", "H", "H", "H", "H", "H", "H", "H", "H", "H", "H", "H", "H", "H", "H", "H", "H", "H", "H", "H", "H"],
  "positions_angstrom": [[-0.0965, -0.0768, 0.3218], [-1.8890, -2.0945, 2.1153], [-1.2742, -2.1807, 0.4002], [-0.1917, -3.6003, 0.2485], [-0.7823, -4.8683, 0.2204], [0.0190, -5.9965, 0.1820], [1.4032, -5.8662, 0.1663], [1.9901, -4.6101, 0.1916], [1.1928, -3.4763, 0.2354], [-2.6645, -2.3898, -0.7185], [-2.5220, -3.0838, -1.9208], [-3.5894, -3.1741, -2.8006], [-4.8049, -2.5814, -2.4858], [-4.9568, -1.8980, -1.2863], [-3.8922, -1.7971, -0.4057], [-0.8138, -1.4512, 2.9245], [-0.3203, -1.6201, 4.1935], [0.7610, -0.7070, 4.3461], [0.8893, -0.0172, 3.1651], [1.9214, 0.9386, 2.6503], [2.3559, 0.3057, 0.9726], [3.4575, 1.4667, 0.1389], [4.3201, 2.3004, 0.8500], [5.2454, 3.0810, 0.1734], [5.3461, 2.9976, -1.2106], [4.5132, 2.1445, -1.9205], [3.5617, 1.3938, -1.2475], [3.4318, -1.1270, 1.2923], [4.6965, -1.2192, 0.7092], [5.5099, -2.3079, 0.9871], [5.0697, -3.3128, 1.8356], [3.8048, -3.2356, 2.4030], [2.9808, -2.1574, 2.1244], [-0.0611, -0.4872, 2.2969], [-2.1574, -3.0973, 2.4528], [-2.7932, -1.4845, 2.1013], [-1.8606, -4.9756, 0.2258], [-0.4345, -6.9781, 0.1629], [2.0246, -6.7514, 0.1358], [3.0676, -4.5062, 0.1834], [1.6484, -2.4961, 0.2534], [-1.5830, -3.5621, -2.1663], [-3.4746, -3.7183, -3.7285], [-5.6389, -2.6636, -3.1701], [-5.9076, -1.4481, -1.0309], [-4.0309, -1.2547, 0.5199], [-0.7004, -2.3007, 4.9379], [1.3620, -0.5579, 5.2289], [2.7554, 0.9519, 3.3522], [1.5758, 1.9671, 2.5012], [4.2773, 2.3387, 1.9322], [5.9071, 3.7333, 0.7274], [6.0880, 3.5875, -1.7324], [4.6023, 2.0668, -2.9959], [2.9200, 0.7183, -1.8025], [5.0567, -0.4440, 0.0478], [6.4935, -2.3654, 0.5404], [5.7114, -4.1560, 2.0541], [3.4564, -4.0185, 3.0638], [1.9978, -2.1140, 2.5746], [-2.2101, 2.3919, -0.9834], [-2.2301, 1.0945, -1.7907], [-0.5053, 0.5067, -1.8833], [-0.3140, -0.7829, -3.1155], [0.5134, -1.8679, -2.8434], [0.6840, -2.8714, -3.7849], [0.0163, -2.8003, -4.9987], [-0.8179, -1.7232, -5.2751], [-0.9839, -0.7154, -4.3395], [0.4676, 1.9377, -2.4321], [0.6636, 2.1691, -3.7959], [1.3169, 3.3160, -4.2226], [1.7889, 4.2372, -3.2977], [1.6284, 3.9972, -1.9418], [0.9804, 2.8502, -1.5159], [-1.6218, 2.0080, 0.7267], [-3.1010, 1.3897, 1.5810], [-2.9364, 0.9843, 2.9063], [-4.0305, 0.5970, 3.6644], [-5.3008, 0.6017, 3.1029], [-5.4755, 1.0152, 1.7891], [-4.3835, 1.4185, 1.0331], [-1.3477, 3.6216, 1.5284], [-0.1004, 4.2467, 1.4877], [0.0773, 5.4985, 2.0538], [-0.9856, 6.1359, 2.6769], [-2.2234, 5.5143, 2.7399], [-2.4069, 4.2614, 2.1757], [-3.1822, 2.8826, -0.9494], [-1.5170, 3.1132, -1.4156], [-2.6600, 1.1872, -2.7898], [-2.8035, 0.3303, -1.2618], [1.0509, -1.9193, -1.9063], [1.3381, -3.7060, -3.5679], [0.1465, -3.5824, -5.7349], [-1.3395, -1.6684, -6.2210], [-1.6527, 0.1065, -4.5644], [0.3186, 1.4612, -4.5344], [1.4540, 3.4891, -5.2815], [2.2960, 5.1316, -3.6344], [2.0294, 4.6918, -1.2149], [0.8811, 2.6585, -0.4572], [-1.9521, 0.9961, 3.3597], [-3.8901, 0.2975, 4.6946], [-6.1558, 0.3009, 3.6935], [-6.4669, 1.0437, 1.3562], [-4.5530, 1.7551, 0.0191], [0.7473, 3.7590, 1.0277], [1.0488, 5.9731, 2.0174], [-0.8463, 7.1114, 3.1230], [-3.0519, 6.0026, 3.2351], [-3.3768, 3.7896, 2.2445]],
  "forces_ev_per_a": [[0.14, 0.19, 0.09], [-0.04, -0.14, 0.08], [0.07, 0.33, -0.32], [-0.14, -0.18, -0.01], [0.08, -0.07, 0.04], [-0.06, 0.02, -0.01], [0.03, 0.01, -0.01], [-0.02, -0.07, -0.12], [-0.24, -0.03, -0.22], [-0.16, -0.06, 0.10], [0.03, 0.01, -0.01], [-0.01, 0.02, 0.02], [-0.01, -0.01, -0.01], [0.00, 0.03, -0.01], [0.02, -0.06, -0.04], [0.29, -0.25, -0.38], [-0.02, 0.11, 0.12], [-0.15, 0.17, 0.17], [-0.01, 0.13, -0.08], [0.03, -0.19, 0.07], [0.18, 0.19, 0.10], [0.00, -0.06, -0.01], [-0.18, 0.10, 0.09], [0.02, -0.03, -0.04], [0.01, 0.01, 0.05], [-0.02, -0.01, 0.00], [0.17, -0.18, -0.06], [-0.21, -0.12, -0.08], [-0.04, -0.02, 0.02], [0.02, -0.02, -0.04], [0.00, 0.03, 0.04], [0.09, 0.10, 0.10], [0.25, 0.17, 0.28], [0.03, 0.00, 0.31], [0.06, 0.02, 0.05], [-0.07, -0.02, 0.07], [0.00, 0.00, 0.02], [0.00, 0.00, 0.00], [0.00, 0.00, -0.01], [-0.07, -0.02, -0.03], [-0.11, -0.12, -0.11], [0.00, 0.00, -0.01], [0.01, 0.00, 0.00], [0.00, 0.00, 0.00], [0.01, -0.01, -0.01], [0.00, 0.01, 0.01], [0.00, 0.01, 0.01], [0.00, -0.04, 0.01], [0.19, 0.04, -0.22], [-0.20, -0.04, 0.17], [0.00, 0.02, -0.01], [0.00, 0.00, 0.00], [-0.01, 0.01, 0.00], [-0.01, 0.00, 0.00], [-0.01, 0.02, -0.01], [0.02, 0.02, 0.01], [0.00, 0.00, 0.00], [0.01, 0.00, 0.01], [-0.02, 0.00, 0.00], [0.02, -0.04, -0.01], [-0.07, 0.08, 0.16], [0.02, 0.01, -0.10], [0.49, 0.00, 0.03], [-0.23, -0.09, 0.01], [0.25, 0.11, -0.08], [0.01, 0.00, -0.01], [-0.02, 0.01, -0.01], [0.01, -0.01, 0.01], [-0.16, -0.07, 0.09], [0.06, -0.14, -0.19], [-0.01, 0.02, 0.01], [0.01, -0.01, 0.01], [0.01, -0.01, -0.01], [-0.01, -0.01, 0.02], [-0.12, 0.10, 0.01], [-0.38, 0.23, -0.22], [0.02, 0.05, 0.07], [0.00, 0.05, 0.09], [0.04, -0.03, -0.02], [-0.02, 0.01, -0.03], [-0.01, -0.01, 0.03], [0.06, -0.09, -0.06], [0.13, -0.09, 0.04], [-0.03, -0.05, 0.06], [0.02, 0.00, 0.02], [0.00, 0.01, 0.00], [-0.01, 0.00, 0.00], [0.03, 0.03, -0.08], [-0.03, -0.06, 0.00], [-0.05, 0.04, 0.04], [0.05, 0.22, 0.01], [-0.04, -0.11, -0.12], [-0.02, -0.01, 0.07], [-0.01, 0.00, 0.00], [0.00, 0.00, 0.00], [0.00, 0.00, 0.00], [0.01, 0.02, 0.00], [-0.04, -0.05, -0.03], [0.01, -0.01, 0.00], [0.00, 0.00, 0.00], [-0.02, 0.01, 0.02], [0.01, -0.07, -0.11], [0.03, -0.02, 0.02], [0.00, 0.00, 0.00], [0.00, 0.00, 0.00], [0.00, 0.00, 0.00], [0.00, -0.02, -0.01], [0.04, 0.01, 0.03], [0.01, 0.00, 0.00], [0.00, 0.00, 0.00], [0.00, 0.00, 0.00], [-0.03, -0.01, -0.01]],
  "mulliken_charge": [0.309, -0.789, 1.155, 1.072, -0.654, -0.906, -0.911, -0.932, 0.261, 0.987, -0.827, -0.670, -0.914, -0.606, -0.677, 0.284, -1.412, -0.887, 0.103, -1.517, 1.293, 1.020, -0.643, -0.865, -0.776, -0.680, -0.383, 0.787, -1.195, -0.783, -0.738, -0.599, -0.417, 0.875, 0.690, 0.309, 0.559, 0.458, 0.465, 0.562, -0.490, 0.572, 0.506, 0.434, 0.540, 0.262, 0.667, 0.603, 0.585, 0.361, 0.467, 0.470, 0.444, 0.504, 0.332, 0.418, 0.470, 0.422, 0.508, 0.199, -1.660, 0.149, 1.100, 1.156, -0.660, -0.737, -0.616, -0.937, -0.487, 1.144, -1.095, -0.899, -0.940, -0.444, 1.233, 2.267, 1.143, -0.715, -0.706, -0.722, -0.845, -0.545, 0.775, 0.045, -1.354, -0.698, -0.876, -1.057, 0.888, 0.673, 1.259, -1.282, 0.279, 0.554, 0.456, 0.474, 0.413, 0.469, 0.455, 0.454, 0.544, -1.449, 0.504, 0.509, 0.427, 0.500, 0.254, 0.130, 0.504, 0.423, 0.455, 0.410],
  "total_charge": 2,
  "gap_ev": 6.35,
  "e_lumo_ha": -0.22952,
  "multiplicity": 1,
  "fmax_ev_per_a": 0.538
}


{
  "formula": "C56H50Cl5N4O2Pt",
  "method": "the ωB97M-V functional and the def2-TZVPD basis",
  "symbols": ["Pt", "O", "C", "C", "C", "C", "C", "C", "C", "N", "N", "C", "O", "C", "C", "C", "C", "C", "C", "H", "H", "H", "H", "H", "H", "H", "H", "H", "H", "C", "C", "C", "C", "C", "C", "C", "C", "C", "C", "C", "C", "N", "C", "C", "N", "C", "C", "C", "C", "C", "C", "C", "C", "C", "C", "C", "C", "C", "C", "C", "C", "C", "C", "C", "C", "C", "C", "H", "H", "H", "H", "H", "H", "H", "H", "H", "H", "H", "H", "H", "H", "H", "H", "H", "H", "H", "H", "H", "H", "H", "H", "H", "H", "H", "H", "H", "H", "H", "H", "H", "H", "H", "H", "H", "H", "H", "H", "Cl", "C", "C", "C", "Cl", "C", "Cl", "C", "Cl", "C", "Cl"],
  "positions_angstrom": [[-0.0451, 0.8256, 0.9277], [-1.2665, 1.9034, -0.4145], [-1.9436, 2.9232, -0.0994], [-2.4360, 3.7639, -1.1527], [-3.1428, 4.8910, -0.8842], [-3.4419, 5.2746, 0.4529], [-3.0208, 4.4887, 1.4764], [-2.2719, 3.2918, 1.2557], [-1.9996, 2.5066, 2.3797], [-1.3645, 1.3315, 2.4346], [-1.4306, 0.7840, 3.6274], [-1.2002, -0.5891, 3.6824], [-1.5745, -1.3554, 2.8167], [-0.5686, -1.0548, 4.9525], [-0.4232, -2.4235, 5.1546], [0.2284, -2.8911, 6.2837], [0.7406, -1.9931, 7.2116], [0.5948, -0.6270, 7.0139], [-0.0593, -0.1563, 5.8855], [-2.1998, 3.4579, -2.1640], [-3.4881, 5.5109, -1.7031], [-4.0050, 6.1773, 0.6467], [-3.2542, 4.7564, 2.5008], [-2.4066, 2.8326, 3.3331], [-0.8081, -3.1013, 4.4037], [0.3534, -3.9560, 6.4330], [1.2677, -2.3588, 8.0840], [1.0092, 0.0733, 7.7280], [-0.1724, 0.9070, 5.7165], [4.1259, -1.7198, -1.5264], [3.6875, -0.9718, -0.2631], [4.5749, -1.3724, 0.9182], [3.6833, 0.5256, -0.4895], [4.8927, 1.2128, -0.5315], [4.9356, 2.5761, -0.7661], [3.7562, 3.2619, -1.0060], [2.5292, 2.6090, -0.9965], [1.2856, 3.3653, -1.4260], [1.4845, 4.0309, -2.7919], [0.8537, 4.3988, -0.3856], [2.4938, 1.2404, -0.6881], [1.2433, 0.5651, -0.6150], [0.7148, 0.0819, -1.7597], [-0.5818, -0.6014, -1.7904], [-1.3401, -0.8461, -0.6999], [-2.2411, -1.8563, -0.6161], [-3.5383, -1.5410, -0.1186], [-4.5530, -2.4691, -0.2561], [-4.3189, -3.7111, -0.8323], [-3.0401, -4.0506, -1.2501], [-1.9804, -3.1667, -1.1298], [-0.5953, -3.6543, -1.4983], [-0.2152, -4.8291, -0.5834], [-0.4732, -4.0886, -2.9618], [-3.8405, -0.1642, 0.4262], [-4.5950, 0.6643, -0.6168], [-4.6023, -0.2130, 1.7495], [-0.9652, -0.7841, -3.1429], [-2.1302, -1.2373, -3.8008], [-2.1172, -1.2767, -5.1903], [-1.0194, -0.8647, -5.9512], [0.1437, -0.3476, -5.3208], [1.3055, 0.1693, -5.9430], [2.3418, 0.6878, -5.1631], [2.3058, 0.7272, -3.7730], [1.1715, 0.2003, -3.1137], [0.1269, -0.3218, -3.9211], [4.1831, -2.7929, -1.3250], [5.1148, -1.3827, -1.8500], [3.4278, -1.5594, -2.3476], [2.6635, -1.2698, -0.0456], [5.6335, -1.3287, 0.6488], [4.3551, -2.3969, 1.2258], [4.4221, -0.7164, 1.7767], [5.8158, 0.6673, -0.3730], [5.8844, 3.0987, -0.7770], [3.7892, 4.3211, -1.2338], [0.4823, 2.6397, -1.5359], [2.1531, 4.8935, -2.7253], [0.5238, 4.3859, -3.1728], [1.8964, 3.3284, -3.5176], [1.6654, 5.1009, -0.1753], [0.5762, 3.9145, 0.5507], [-0.0065, 4.9704, -0.7452], [-5.5524, -2.2132, 0.0750], [-5.1314, -4.4185, -0.9454], [-2.8611, -5.0316, -1.6738], [0.1087, -2.8386, -1.3350], [-0.8177, -5.7063, -0.8301], [-0.3847, -4.5974, 0.4674], [0.8359, -5.0937, -0.7164], [-1.0089, -5.0254, -3.1381], [0.5773, -4.2570, -3.2080], [-0.8633, -3.3321, -3.6412], [-2.8817, 0.3170, 0.5985], [-5.5816, 0.2363, -0.8161], [-4.0416, 0.7008, -1.5577], [-4.7343, 1.6892, -0.2627], [-5.5881, -0.6708, 1.6313], [-4.7558, 0.8019, 2.1265], [-4.0471, -0.7810, 2.4941], [-3.0140, -1.5460, -3.2551], [-3.0020, -1.6348, -5.7052], [-1.0651, -0.9128, -7.0333], [1.3853, 0.1682, -7.0241], [3.2188, 1.0837, -5.6639], [3.1437, 1.1425, -3.2292], [0.8662, -2.4138, 1.3476], [1.6016, -1.2682, 2.3972], [1.2781, 0.0841, 2.2595], [1.9205, 0.9413, 3.1621], [1.5968, 2.6463, 3.0992], [2.8155, 0.4962, 4.1321], [3.5482, 1.6010, 5.2368], [3.1086, -0.8592, 4.2295], [4.2301, -1.4271, 5.4088], [2.4903, -1.7470, 3.3599], [2.8455, -3.4304, 3.4736]],
  "forces_ev_per_a": [[0.22, 0.27, 0.42], [-0.01, -0.06, 0.06], [-0.07, -0.08, 0.01], [-0.08, -0.02, 0.00], [-0.02, -0.03, -0.01], [0.02, 0.01, 0.00], [0.02, 0.00, -0.01], [0.02, 0.03, 0.00], [-0.06, -0.08, 0.00], [0.13, 0.06, 0.01], [0.01, 0.07, -0.03], [-0.05, 0.00, -0.01], [-0.08, -0.01, 0.03], [0.05, 0.01, -0.01], [0.02, 0.01, -0.01], [0.01, -0.01, -0.01], [0.02, 0.00, 0.00], [0.04, -0.01, -0.01], [-0.01, 0.02, -0.01], [0.01, 0.00, 0.00], [0.00, 0.01, 0.00], [0.00, 0.00, -0.01], [0.00, -0.01, 0.00], [-0.03, -0.02, -0.01], [0.00, 0.00, -0.01], [0.00, 0.00, 0.00], [-0.01, 0.00, 0.00], [-0.01, 0.00, 0.00], [0.02, -0.01, -0.01], [-0.02, 0.00, 0.03], [-0.02, 0.02, 0.00], [0.03, 0.04, -0.03], [0.00, -0.01, 0.05], [0.02, 0.02, 0.02], [-0.03, -0.01, 0.01], [0.02, -0.02, 0.01], [0.00, 0.07, -0.10], [-0.01, 0.00, -0.01], [0.01, 0.00, 0.00], [0.06, 0.01, 0.00], [0.09, 0.08, 0.05], [-0.35, -0.29, -0.19], [0.18, -0.08, 0.04], [0.28, -0.03, -0.14], [-0.88, -0.13, -0.21], [0.50, 0.02, -0.19], [-0.18, 0.04, 0.15], [0.02, 0.05, 0.07], [0.01, -0.02, -0.02], [0.01, 0.01, 0.03], [-0.07, -0.15, -0.10], [0.02, -0.02, 0.02], [0.03, 0.05, -0.03], [0.01, 0.03, -0.04], [0.05, 0.01, 0.02], [0.04, 0.00, -0.04], [-0.02, 0.00, -0.05], [0.02, 0.21, 0.14], [-0.11, -0.01, -0.06], [-0.04, -0.02, 0.06], [0.02, -0.01, 0.01], [0.05, 0.02, 0.00], [-0.03, -0.01, -0.02], [0.01, -0.01, 0.02], [0.04, -0.13, -0.02], [-0.01, 0.03, -0.03], [0.04, 0.07, -0.03], [-0.01, 0.00, -0.01], [0.00, -0.01, 0.01], [-0.03, 0.04, -0.04], [0.05, 0.03, -0.01], [0.01, 0.00, 0.00], [0.03, 0.00, -0.03], [0.00, 0.00, -0.03], [0.00, 0.01, 0.00], [0.00, 0.00, -0.01], [0.00, 0.01, 0.00], [0.04, 0.04, -0.01], [0.02, 0.00, 0.00], [0.00, 0.03, 0.01], [-0.04, 0.02, 0.01], [0.01, 0.01, 0.00], [0.02, -0.02, 0.08], [0.05, -0.01, 0.02], [0.00, -0.01, 0.00], [0.00, 0.00, 0.00], [0.00, 0.00, 0.01], [0.02, -0.02, 0.06], [0.01, -0.01, 0.01], [0.02, 0.00, 0.03], [0.00, 0.01, -0.01], [-0.03, 0.01, 0.00], [0.01, -0.03, 0.01], [0.05, -0.07, 0.02], [0.03, 0.01, 0.05], [0.00, -0.01, -0.01], [0.01, 0.02, 0.01], [0.00, 0.00, 0.00], [-0.01, 0.03, 0.01], [0.02, -0.01, 0.00], [0.03, -0.01, 0.03], [0.02, 0.01, 0.02], [0.01, 0.00, -0.01], [0.00, 0.00, 0.00], [0.00, 0.01, 0.00], [0.00, 0.00, 0.00], [0.00, -0.01, 0.00], [-0.09, -0.13, -0.10], [0.02, -0.01, 0.08], [-0.06, 0.09, -0.10], [0.03, 0.01, -0.01], [-0.03, 0.03, -0.07], [-0.01, 0.01, 0.03], [0.01, 0.00, 0.00], [-0.05, -0.02, 0.06], [-0.02, -0.01, 0.01], [-0.07, 0.01, 0.02], [-0.03, -0.01, 0.03]],
  "mulliken_spin": [-0.011, 0.154, 0.106, -0.019, 0.015, 0.054, -0.028, 0.055, 0.039, 0.083, 0.530, -0.056, 0.101, -0.011, 0.000, 0.002, 0.000, 0.003, 0.015, 0.000, -0.001, 0.004, -0.004, -0.005, -0.001, 0.000, 0.000, 0.000, -0.006, 0.014, 0.012, 0.001, 0.030, 0.000, 0.002, -0.001, 0.018, 0.000, 0.003, 0.021, -0.102, 0.274, 0.327, 0.220, 0.616, 0.105, 0.084, -0.095, 0.177, -0.097, 0.128, -0.006, 0.021, 0.034, 0.004, 0.021, 0.018, 0.116, 0.251, -0.137, 0.331, -0.105, 0.290, -0.117, 0.204, 0.036, 0.090, 0.002, 0.001, -0.007, 0.017, 0.001, 0.000, 0.000, 0.000, 0.000, 0.000, 0.000, -0.001, 0.001, -0.001, -0.001, -0.011, 0.002, 0.002, 0.011, 0.002, 0.007, 0.001, -0.007, 0.000, -0.003, 0.001, -0.011, -0.002, -0.001, -0.003, 0.002, 0.001, -0.002, -0.007, 0.069, -0.002, 0.016, 0.017, -0.001, 0.065, 0.009, 0.008, 0.019, 0.006, -0.001, -0.003, 0.000, 0.003, 0.000, -0.002, 0.000],
  "total_charge": -1,
  "gap_ev": [4.26, 4.90],
  "e_lumo_ha": [0.06934, 0.00977],
  "multiplicity": 5,
  "fmax_ev_per_a": 0.911
}


For each record above, in turn, the calculated molar mass values are 1057.89, 1183.38 g/mol.